Entry from the OMol25 dataset: a molecular structure, C27H45GaN4O4SSb2 (ωB97M-V with the def2-TZVPD basis set).

Computed properties:
**Largest force on an atom**: 0.93 eV/Å
**LUMO level**: -5.51 eV
**Net charge**: +2
**Energy relative to the best compared isomer or geometry (same formula, charge and spin)**: 0.00 kJ/mol
**Orbital gap**: 7.78 eV
**E_tot**: -4378.82223 Ha

Last column: Mulliken charge in e.
Atoms and positions in Å:
Ga: -0.026 0.441 -0.425  0.7202
C: -6.015 -2.604 3.048  -1.5274
C: -5.111 -1.563 2.446  0.8246
C: -5.300 -0.213 2.733  -0.7016
C: -4.468 0.759 2.202  -0.5114
C: -3.441 0.368 1.352  0.0162
C: -3.235 -0.976 1.037  -0.2443
C: -4.074 -1.928 1.581  -1.0292
S: -2.314 1.569 0.792  1.3147
O: -2.151 1.446 -0.672  -0.7100
O: -2.709 2.857 1.282  -0.7806
N: -0.822 1.134 1.230  -0.3714
C: -0.546 0.529 2.532  -0.3005
C: 0.811 -0.141 2.369  0.0811
O: 1.687 0.004 3.216  -0.8712
O: 0.922 -0.759 1.254  -0.4669
H: -6.259 -2.359 4.081  0.4010
H: -5.558 -3.592 3.023  0.3771
H: -6.955 -2.657 2.495  0.3192
H: -6.110 0.082 3.389  0.4246
H: -4.609 1.808 2.432  0.5441
H: -2.435 -1.276 0.370  0.2311
H: -3.928 -2.975 1.341  0.4199
H: -1.280 -0.234 2.809  0.5613
H: -0.502 1.265 3.334  0.2886
C: 0.018 -4.134 0.028  -1.2759
Sb: 0.799 -2.428 -0.963  1.0142
C: 2.840 -2.691 -0.413  -1.4530
C: 0.972 -3.230 -2.957  -1.7262
C: 1.765 -2.297 -3.830  0.7123
C: 3.155 -2.429 -3.894  -0.5154
C: 3.929 -1.588 -4.678  -0.8800
C: 3.316 -0.594 -5.433  -0.8207
C: 1.939 -0.457 -5.386  -0.5084
C: 1.152 -1.289 -4.585  0.6162
C: -0.332 -1.081 -4.538  -1.3529
Sb: -0.904 0.400 -3.100  1.2307
C: -2.999 0.428 -3.399  -1.2231
C: -0.393 2.161 -4.187  -1.6355
H: 0.643 -4.982 -0.249  0.4016
H: -1.012 -4.318 -0.270  0.3713
H: 0.069 -3.973 1.104  0.4075
H: 3.058 -3.758 -0.460  0.4971
H: 2.974 -2.340 0.611  0.4729
H: 3.510 -2.162 -1.092  0.3761
H: -0.035 -3.436 -3.315  0.6111
H: 1.483 -4.185 -2.821  0.7179
H: 3.631 -3.232 -3.341  0.5121
H: 5.002 -1.724 -4.723  0.4722
H: 3.905 0.051 -6.073  0.4669
H: 1.453 0.293 -6.003  0.4826
H: -0.902 -1.978 -4.310  0.5221
H: -0.720 -0.655 -5.466  0.7237
H: -3.178 0.715 -4.434  0.4264
H: -3.439 1.150 -2.717  0.3446
H: -3.417 -0.559 -3.209  0.3965
H: -0.761 2.029 -5.205  0.5155
H: 0.685 2.320 -4.216  0.4095
H: -0.896 3.022 -3.745  0.5301
N: 2.451 2.741 3.127  0.1634
C: 2.258 2.626 1.635  0.7407
C: 3.397 1.820 1.034  -1.3134
C: 3.182 1.594 -0.464  0.1439
N: 2.115 0.564 -0.730  0.0241
C: 2.913 2.922 -1.176  -1.5581
C: 1.805 3.744 -0.534  0.1183
N: 0.502 3.076 -0.747  -0.5256
C: 2.089 3.966 0.954  -1.7306
H: 2.278 1.818 3.528  0.3997
H: 1.789 3.397 3.545  0.4296
H: 3.395 3.045 3.371  0.3978
H: 1.324 2.089 1.515  -0.7352
H: 3.501 0.864 1.559  0.4573
H: 4.338 2.370 1.147  0.6532
H: 4.110 1.175 -0.853  0.5789
H: 2.358 -0.268 -0.190  -0.0947
H: 2.191 0.295 -1.713  0.3063
H: 2.715 2.752 -2.239  0.4575
H: 3.827 3.516 -1.124  0.5321
H: 1.786 4.727 -1.006  0.4543
H: 0.309 3.148 -1.739  -0.0214
H: -0.240 3.612 -0.301  0.3201
H: 1.275 4.537 1.414  0.5278
H: 3.004 4.562 1.033  0.4250


Entry from the OMol25 dataset: C4H8O in the gas phase in a non-equilibrium geometry (ωB97M-V with the def2-TZVPD basis set).

Computed properties:
**Largest force on an atom**: 4.45 eV/Å
**LUMO level**: 0.91 eV
**Energy relative to the best compared isomer or geometry (same formula, charge and spin)**: 212.21 kJ/mol
**Orbital gap**: 10.40 eV
**E_tot**: -232.36481 Ha

Last column: natural (NBO) charge in e.
Atoms and positions in Å:
C: -0.964 -1.187 -0.175  -0.4068
C: -0.286 -0.125 0.200  -0.0420
C: -0.884 1.220 -0.016  -0.6587
C: 1.154 -0.282 0.561  -0.0837
O: 1.841 0.274 -0.489  -0.7158
H: -0.389 -2.141 -0.202  0.1873
H: -2.006 -1.196 -0.681  0.2019
H: -1.373 1.711 1.004  0.2258
H: -1.678 1.039 -0.947  0.2273
H: 0.008 1.969 -0.283  0.2382
H: 1.376 0.258 1.552  0.1821
H: 1.357 -1.357 0.748  0.1686
H: 1.845 -0.184 -1.271  0.4757


Entry from the OMol25 dataset: C5H7N in the gas phase (ωB97M-V with the def2-TZVPD basis set).

Computed properties:
**Largest force on an atom**: 0.62 eV/Å
**LUMO level**: 1.04 eV
**Energy relative to the best compared isomer or geometry (same formula, charge and spin)**: 24.11 kJ/mol
**Orbital gap**: 8.99 eV
**E_tot**: -249.46406 Ha

Last column: natural (NBO) charge in e.
Atoms and positions in Å:
C: 1.891 -0.030 -0.129  -0.6365
C: 0.451 0.099 0.224  0.1241
C: -0.408 1.168 0.278  -0.3059
C: -1.736 0.656 0.126  -0.3003
C: -1.636 -0.708 -0.016  -0.0819
N: -0.313 -1.028 0.103  -0.5082
H: 2.419 -0.729 0.527  0.2131
H: 1.924 -0.420 -1.146  0.2143
H: 2.382 0.942 -0.118  0.2284
H: -0.106 2.208 0.345  0.2196
H: -2.641 1.244 0.071  0.2205
H: -2.307 -1.460 -0.383  0.2091
H: 0.063 -1.955 0.004  0.4037


Entry from the OMol25 dataset: a molecular structure, C21H35Br2NSeSi3Ti (ωB97M-V with the def2-TZVPD basis set).

Computed properties:
**Largest force on an atom**: 0.75 eV/Å
**2S+1**: 2
**LUMO level (spin up / spin down)**: -4.22 / -4.28 eV
**Net charge**: +1
**Energy relative to the best compared isomer or geometry (same formula, charge and spin)**: 28.83 kJ/mol
**Orbital gap (spin up / spin down)**: 7.03 / 7.02 eV
**E_tot**: -10143.26469 Ha

Last column: Mulliken spin population.
Atoms and positions in Å:
Ti: 0.363 0.193 -0.539  0.0459
Br: -0.431 -0.574 2.534  0.0554
C: -1.767 -1.855 2.592  0.8458
Br: -1.077 -1.664 -0.822  -0.0094
H: -2.781 -1.511 2.696  0.0396
H: -1.476 -2.880 2.448  0.0161
C: 1.790 2.862 -2.801  0.0005
Si: -0.028 2.357 -2.783  0.0002
C: -0.376 0.936 -3.957  0.0002
C: -0.973 3.812 -3.488  -0.0002
C: -0.593 1.846 -0.993  -0.0008
Si: -2.526 1.822 -0.934  -0.0064
C: -3.210 0.952 0.581  0.0098
C: -3.186 3.581 -0.865  0.0002
C: -3.276 0.998 -2.434  0.0002
Si: 0.023 3.083 0.330  -0.0046
C: -0.958 3.216 1.921  0.0024
C: 0.345 4.820 -0.262  0.0000
C: 1.641 2.310 1.008  0.0097
C: 2.619 3.006 1.703  -0.0009
C: 3.660 2.319 2.309  0.0016
C: 3.699 0.933 2.227  -0.0011
C: 2.705 0.288 1.527  0.0064
N: 1.708 0.960 0.928  -0.0098
H: 2.214 2.537 -3.754  0.0000
H: 2.393 2.419 -2.009  -0.0002
H: 1.894 3.947 -2.761  0.0000
H: 0.395 0.882 -4.728  -0.0001
H: -1.329 1.106 -4.459  0.0000
H: -0.433 -0.043 -3.480  -0.0004
H: -0.515 4.002 -4.466  0.0000
H: -0.872 4.729 -2.907  0.0000
H: -2.028 3.613 -3.665  0.0000
H: -2.770 1.286 1.519  -0.0030
H: -3.117 -0.131 0.515  -0.0040
H: -4.277 1.189 0.622  0.0035
H: -2.972 4.103 0.066  0.0001
H: -4.275 3.501 -0.939  -0.0001
H: -2.853 4.208 -1.690  -0.0001
H: -2.872 0.005 -2.625  0.0001
H: -3.185 1.592 -3.342  0.0001
H: -4.343 0.883 -2.224  -0.0001
H: -1.958 3.625 1.793  0.0001
H: -0.407 3.898 2.575  0.0004
H: -1.037 2.264 2.445  -0.0013
H: -0.567 5.253 -0.678  0.0000
H: 1.138 4.895 -1.003  0.0000
H: 0.623 5.433 0.599  0.0001
H: 2.562 4.085 1.764  0.0000
H: 4.430 2.857 2.845  0.0001
H: 4.487 0.358 2.691  0.0000
H: 2.697 -0.790 1.421  0.0010
Se: 2.328 -0.581 -1.677  0.0016
C: 2.191 -0.974 -3.548  0.0009
C: 2.962 -0.235 -4.432  0.0000
C: 2.887 -0.519 -5.789  -0.0003
C: 2.058 -1.535 -6.245  0.0003
C: 1.315 -2.286 -5.343  -0.0002
C: 1.383 -2.013 -3.985  0.0003
H: 3.615 0.547 -4.068  0.0000
H: 3.482 0.053 -6.488  0.0000
H: 1.999 -1.752 -7.303  0.0000
H: 0.681 -3.089 -5.696  0.0000
H: 0.803 -2.590 -3.275  0.0001